[1]
274
Properties=species:S:1:pos:R:3 method="wB97M-V/def2-TZVPD" total_charge=0 homo_ev=-8.01
H 4.6139 -2.6270 -4.7442
C -1.2249 -6.0843 -3.0797
H -3.6991 -2.5010 -5.2098
O 4.7482 -2.9884 1.7521
H -4.2103 -0.8637 -5.4367
H 0.2994 5.4119 -3.3793
O -2.3796 -0.0935 4.5841
H -7.2235 2.8182 7.5858
H -0.7929 -5.4191 -4.8934
H -5.2117 5.0519 4.3034
C -7.0583 4.4974 0.4122
H 3.6305 7.0773 -0.1092
H 3.4539 -9.7862 -2.7196
H 4.2567 -6.3725 -2.9018
O 1.2363 -7.7506 -0.5525
H -1.9163 0.3344 -6.0676
H -5.9546 -0.5654 3.0598
H 1.3072 -3.3818 2.6667
C -3.7839 -4.2428 -8.6316
C 2.9009 -1.1842 4.2745
H 6.4089 -5.1030 3.5920
H -8.0908 2.2851 -0.9197
H 1.3906 0.7503 1.4709
O -4.2896 -2.5741 5.3398
H -4.5680 -2.0822 -2.4906
H -4.3980 1.2786 -2.5663
C 1.9044 -8.5726 -1.4608
C 4.2978 6.6331 -2.1635
N -7.2045 5.3328 6.0596
H -1.4447 0.9418 -3.9255
C -4.7558 5.4818 0.7622
C -3.3214 -1.4906 -5.3664
H -7.0009 -1.8578 3.4822
H -6.9970 1.7916 0.4824
O 6.2064 2.0119 3.9407
C 2.6917 -0.8525 -0.6098
H 2.4573 -1.5158 3.3357
O 0.5412 4.6381 -2.8702
H -2.9171 2.4132 3.8840
C 5.0896 -3.5283 2.9532
H -0.9585 -5.1259 1.6554
H 5.1807 -2.7452 3.7058
C 0.7047 1.2676 6.0945
H -4.2780 6.4245 0.4956
C 6.6769 -0.3542 1.6451
C -6.2306 5.7116 0.3339
H -2.5586 -2.0484 6.2368
C 0.8123 6.7666 1.3784
H 1.4711 -4.4476 1.1694
H 6.7844 0.1384 -6.3727
C -3.3969 1.5313 -2.2170
C -1.1663 -5.2934 -1.8142
H 2.5260 -6.1473 -2.6896
H -4.6046 -1.8485 1.0661
C -0.2412 3.5306 2.8402
H 8.1381 -0.8824 -6.5406
C -7.6489 0.0915 4.3068
H -4.2653 2.3163 2.8481
O -5.5044 -1.9653 0.7525
O -3.5383 -3.3740 -7.5147
H -0.0504 2.5170 2.4876
H 6.4900 -4.8688 1.8758
C 0.1621 -8.1639 0.1549
H 0.6575 2.1667 5.4802
O 2.2696 5.8171 -1.0827
H -3.4321 0.4319 6.1687
C -6.8432 2.9385 6.5714
H 0.6028 -1.1286 0.0925
C 3.3036 -6.8972 -2.8352
H 1.3343 -4.5465 -4.7543
H -1.1702 6.0413 2.1971
H 5.6575 3.8024 4.4682
H 5.6704 1.4784 1.2351
H 3.4984 3.0938 -1.9879
H -3.9112 -2.5058 3.4966
C 6.1354 0.6392 0.7177
H -1.2648 0.5736 6.2838
H 1.7363 6.4695 -0.6227
H 2.2951 -1.6871 -4.5369
H 3.2430 1.2119 3.5748
C 5.3120 -1.7898 -4.7381
H -8.1189 4.5575 0.1678
H 2.9887 4.0954 -3.3296
H 5.4019 0.2611 0.0056
H 6.3756 -2.6301 -1.6944
C 1.1171 0.0237 5.2572
H 2.6969 1.8023 6.6629
H -2.5359 -2.4832 -1.2824
N -2.3523 -0.0632 -6.8873
O 0.5719 -2.4159 -3.6447
H -2.6864 -1.1886 -4.5335
H 2.0859 -9.5322 -0.9765
H -6.2865 3.6884 3.9716
H -0.3350 -7.2965 0.5891
H -2.8259 -3.0108 2.5697
H 5.3184 6.9128 -1.9021
H -7.5404 2.5884 5.8103
O -0.3190 -5.6778 -4.0996
H -0.4957 6.4529 -0.0518
H -0.9954 1.9568 7.0136
H 0.9653 -0.7836 5.9736
C 6.3675 -1.9247 -5.8081
H 5.6703 -2.9680 -7.5144
H 1.5148 1.7153 -0.0426
H 1.7528 6.2318 1.2458
C -6.1981 4.3055 6.0701
H 6.2363 1.2700 4.5492
C -3.5400 -0.3243 5.3912
C -3.7596 3.0046 3.5253
O -0.8951 1.2082 -4.6625
H 1.3007 -8.6859 -2.3613
H 5.4738 -2.4329 1.4579
H 4.1475 5.4193 -0.3615
H 7.6213 -0.4662 -4.9019
H 7.5476 -0.0138 2.2055
H -1.2768 3.6919 3.1397
H -5.4822 4.4682 6.8758
H -9.1432 -1.1786 4.4782
H 1.9577 0.9271 7.9255
H 2.7736 7.4792 -2.7148
H -4.2815 4.5921 0.3480
C -3.3669 -2.0615 -7.8298
H 0.3911 -8.9946 0.8225
H -7.6611 5.2094 6.9520
O 1.2758 -5.4343 2.9174
H -4.6455 -3.3892 -1.3387
H 3.9618 -1.0149 4.0899
H 3.1647 0.9945 -3.1591
H -3.8116 3.6317 -2.4362
H 0.1366 6.0965 3.3162
H 0.8389 -1.1770 -5.2491
C -4.4979 -2.3129 -1.4276
H -7.1274 -0.9428 1.3698
H -1.5609 -1.9768 -6.5496
H -2.0118 -5.6096 -1.2033
H -0.8468 -3.4335 1.1814
C -2.5118 -1.4609 -6.6829
H -4.5196 -0.2020 4.9291
H -0.3371 4.0350 -0.9414
H -0.7836 -3.5185 -2.5342
O 4.7588 -4.8708 -0.3255
C 1.0200 8.1511 2.0062
C 2.8146 1.9385 -3.5767
H 4.3347 5.7229 -2.7620
C 6.4504 -4.3314 2.8232
C 6.2636 -2.8092 -2.7638
O 2.4123 0.0973 4.7297
H -3.7304 -5.2991 -8.3679
H -7.6539 1.1187 3.9422
C 7.2698 -0.7169 -5.9027
H 4.8255 2.5190 5.3363
H -3.4796 1.6343 -1.1351
H -4.7583 -4.0793 -9.0919
C -5.5303 4.0713 4.6570
H 1.5583 2.6341 7.6503
H -4.7506 5.3147 1.8393
H -3.3870 3.9182 3.0622
O -1.0403 -3.6027 3.1661
N -6.8588 6.7928 1.1269
O 4.8003 3.2885 -3.5644
C 0.9742 -4.2655 2.1223
C 1.3122 -2.0616 -4.8229
H 3.1736 -7.1968 -3.8751
H -2.2691 0.8966 1.0036
H 1.7990 8.1030 2.7670
H 0.8367 -1.7346 -3.0223
O 6.5229 1.0731 -2.9393
O -9.0366 -0.2261 4.5336
H -1.1237 0.1080 2.0451
O -4.3909 3.2886 4.6981
H -4.3863 -3.4072 5.8068
H -2.0754 2.5014 -4.3409
O -2.4990 0.4892 -2.5443
C 1.0194 0.8812 0.4544
H 4.6361 3.4065 2.4129
H -5.4559 -0.5044 -0.6580
C -3.5875 -1.7004 6.1456
H 3.3546 -0.2529 -1.2335
H -0.3648 8.0358 0.2685
N 0.7701 -0.2625 -1.7666
O 7.2390 1.0609 0.0408
O 7.5823 -3.5614 3.0580
C 1.7373 1.6751 7.1640
H -3.2718 0.3539 -6.8630
O -3.1778 -1.7931 -1.1000
H 3.3228 3.6763 3.5054
O -1.4684 -3.8673 -1.9590
C -0.1028 5.8386 2.2846
H 1.2399 2.9708 -2.8583
H 4.0410 -4.7071 -0.9373
H 5.5392 -3.6226 -2.8040
O -7.6387 -0.4683 2.0294
H 4.8686 -1.6483 -7.2097
H -0.2130 -0.0638 -1.6480
H 7.0917 1.1503 -2.1734
O -2.9401 2.8836 -4.1740
N -0.5719 1.0570 6.8372
O -0.9967 4.5175 -0.4431
H -2.8355 -0.2345 -2.0108
C -3.0352 2.9345 -2.7512
H -0.7302 4.4143 0.4705
O 1.9630 -4.3999 -5.4649
O -0.3317 1.3466 0.5048
O 5.9005 -1.6368 -3.4021
H -4.0397 -1.5721 7.1290
H 0.3232 -0.1521 4.5312
O 0.1650 4.5233 1.9549
H -0.0278 1.3400 -4.2797
H 0.3409 -3.3765 -6.2251
O -3.5011 -2.3369 2.6483
N 4.0918 -9.0237 -2.5413
H -7.7080 7.0358 0.6372
H 4.5191 -9.4963 -1.7576
H -1.3781 -0.4363 0.3355
H -6.0887 2.1518 6.5649
H -2.4744 -0.7160 3.8594
H -6.2948 6.0516 -0.6997
H -7.0932 0.0429 5.2432
H -2.2475 -6.0420 -3.4547
O 3.5552 1.7436 2.8390
H -6.8065 6.2604 6.0223
H -6.5470 -1.9117 -0.8819
C -0.5684 -4.1523 1.9520
H -7.2056 6.4290 2.0030
N 5.8007 -2.0333 -7.1545
C -5.5530 -1.5868 -0.5743
H -7.0531 4.0214 1.3928
H 1.9473 -2.8658 -6.7281
H -2.1082 3.4203 -2.4465
H 4.6320 -0.9697 -4.9684
H 2.8339 1.9961 -4.6650
H 1.1922 0.5345 -2.2212
C 3.5877 6.2414 -0.8075
H 3.8322 -7.6977 -1.0137
H 2.0679 -5.9283 2.6935
H 4.6402 -4.2174 0.3639
C 5.1606 2.8395 4.3498
O 7.0864 -1.6572 1.1086
H 0.1710 8.4620 2.6151
C 3.2930 -8.0201 -1.9044
H 6.3369 0.1366 -3.0069
H -0.4644 -8.6850 -0.5690
H -2.7909 -1.8729 -8.7358
O 1.4113 2.0821 -3.1783
H 5.9002 -0.4769 2.3999
H -3.1243 -4.0541 -9.4786
H 7.1302 -3.2716 -3.2364
N 0.1703 7.1915 0.1242
H -0.2628 -5.4340 -1.2209
H 7.1715 2.0161 0.1086
H 5.3648 2.6012 -3.2031
O 3.7104 7.6734 -2.7946
H 7.4676 -2.8663 2.4059
C 3.5255 3.1818 -3.0740
H -6.4837 1.7076 -1.2303
O -6.4804 3.5127 -0.4623
C 1.3536 -3.1836 -5.8711
H -4.3355 -1.5793 -7.9621
C -7.0077 -0.8017 3.2125
H 1.2241 4.9465 -2.2746
H 2.8529 -2.0001 4.9957
C 4.0936 2.9521 3.2420
H 7.8746 -1.5252 0.5767
H -1.0556 -4.2820 3.8442
H 1.3650 8.9915 1.4040
H -1.0965 -7.1456 -2.8670
H 4.2331 -4.1286 3.2602
C -1.2920 0.4137 1.0124
C 1.2413 -0.4213 -0.4369
H 3.0892 -0.9272 0.4024
H 2.6668 -1.8713 -0.9964
H 7.1511 -2.6762 -5.7115
C -7.0847 2.2519 -0.5018
H 0.3634 3.6360 3.7410

[2]
15
Properties=species:S:1:pos:R:3 method="wB97M-V/def2-TZVPD" total_charge=0 homo_ev=-9.24 smiles="CCNCC=O" relative_energy_kj_mol=207.2
C 0.0264 -2.7941 -0.8425
C 0.7965 -1.5671 -0.3240
H -0.7998 -3.0286 -0.1482
H -1.5241 1.3623 1.1214
O -0.6681 2.8577 0.0155
H 0.9353 0.7248 1.4802
H 1.2375 1.2855 -0.2395
H 1.4149 -1.8514 0.5405
H 0.6105 -3.7150 -0.7659
N -0.1144 -0.4679 0.1102
C -0.6730 1.8033 0.5857
H 1.2827 -1.1876 -1.2268
H -0.3779 -0.7742 1.0409
H -0.4104 -2.5511 -1.8110
C 0.5203 0.8204 0.4307

[3]
64
Properties=species:S:1:pos:R:3 method="wB97M-V/def2-TZVPD" total_charge=-1 homo_ev=-2.06
H 5.6680 1.0659 -0.4475
C 8.6494 4.5777 7.6622
Cl -8.6658 3.2054 -6.5266
H -0.1251 -1.2856 -0.7267
Cl 10.1297 5.1726 6.8976
H -1.4038 -0.1098 1.7981
C -9.5802 4.6621 -6.1251
Cl 6.5894 1.0881 2.1545
Cl 3.8313 -4.5841 -3.4111
H 3.2727 0.6876 -0.1024
N 1.1682 -0.5232 0.7791
Cl -1.8360 -3.3021 -2.9058
C -0.1350 -1.1114 0.3559
H -1.2724 0.7132 0.2341
Cl 8.5371 5.2226 9.3054
Cl 5.1105 3.4207 2.9920
C -11.4921 1.9020 -1.8976
H 6.5583 -2.7817 1.1999
Cl -7.1497 -0.7245 2.9652
C 5.8574 -2.0056 0.9242
H 1.8978 -2.4059 0.2499
C 5.3545 0.1290 -0.0052
Cl -12.5626 2.8744 -2.9412
Cl -5.8263 1.1862 1.2597
Cl 0.3066 -1.4354 -3.3938
C 4.0003 -0.0595 0.1793
C -7.1136 -0.0148 1.3485
Cl -10.6900 4.3072 -4.7987
O 4.1073 -3.3717 1.7146
Cl 7.2528 5.1019 6.7232
Cl -8.6762 0.7736 1.0185
H 1.4650 0.0390 -0.0097
C -0.5349 -2.8653 -4.0054
H 7.3328 -0.6379 0.1452
Cl 4.7066 -2.1293 -2.2176
Cl -1.1971 -2.5086 -5.6104
Cl 6.4525 -3.5324 -4.0448
Cl -6.8310 -1.2762 0.1578
C 4.7711 -3.1117 -3.6764
S -3.7490 -3.1487 1.2443
Cl -11.8639 0.1923 -2.1331
Cl -10.4990 5.1908 -7.5433
C -1.3465 -0.2689 0.7225
Cl -11.7888 2.3453 -0.2119
Cl -9.8013 2.1879 -2.2825
Cl 0.6205 -4.1997 -4.1345
C 4.5120 -2.1903 1.1224
C 2.1231 -1.6058 0.9889
Cl 7.8749 3.1393 3.7796
Cl 8.6882 2.8133 7.7225
C 3.5655 -1.2421 0.7495
C -2.6154 -1.0268 0.2437
Cl 5.8609 1.4227 4.9333
H -4.0194 -3.4331 -0.0740
H -0.2640 -2.0739 0.8570
N -3.4325 -1.4817 1.3548
H -2.2852 -1.9063 -0.3352
Cl 4.0778 -2.2133 -5.0331
H 1.9799 -2.0652 1.9675
C 6.2859 -0.8281 0.3449
C 6.3629 2.2656 3.4637
H -3.1860 -0.3985 -0.4727
H 3.4340 -3.7704 1.1464
Cl -8.4622 5.9434 -5.6397

[4]
17
Properties=species:S:1:pos:R:3 method="wB97M-V/def2-TZVPD" total_charge=0 homo_ev=-9.43 relative_energy_kj_mol=326.5
C -0.8800 0.4006 -1.4923
H 1.0945 -1.6543 -0.7091
H -2.9986 -0.8592 0.4411
H 2.0234 0.6659 -0.9324
N 0.5734 -1.1886 1.1556
C 2.3193 0.0574 -0.0786
H 0.7602 -0.5546 1.9355
H -2.1079 2.2170 0.1096
H -1.3961 -1.3095 0.6097
H -0.7194 1.5832 0.7610
N -1.6766 1.3754 0.4776
N -0.1467 0.5742 -2.3618
N -2.1029 -0.9282 -0.0298
N -1.7420 0.3347 -0.4948
H 2.4474 0.6873 0.7999
C 1.2829 -0.9907 0.1367
H 3.2691 -0.4108 -0.3280

[5]
14
Properties=species:S:1:pos:R:3 method="wB97M-V/def2-TZVPD" total_charge=0 homo_ev=-9.90 smiles="[H]/N=C/NC(=O)NC" relative_energy_kj_mol=43.9
C 0.1714 -0.0309 -0.2097
H -1.3794 2.2860 -1.9521
H -0.2138 1.9726 0.1339
N 0.0579 -2.4265 1.9985
H 1.6424 -2.0023 0.6827
N 0.5072 -0.3081 1.1220
N -0.3837 1.1877 -0.4783
C 0.7815 -1.6880 1.2732
H 0.4065 -3.3834 1.9520
H 0.1899 1.6053 -2.4891
O 0.3374 -0.8722 -1.0798
H -0.0968 0.0751 1.8411
C -0.7027 1.4343 -1.8741
H -1.1980 0.5422 -2.2616

[6]
106
Properties=species:S:1:pos:R:3 method="wB97M-V/def2-TZVPD" total_charge=0 homo_ev=-8.67
H -2.7630 -5.4556 -0.3212
P 1.8073 1.6229 0.5945
O -1.5199 0.7619 -2.4596
H -1.2393 0.0474 6.5911
O 2.8316 -2.1315 1.2432
H 2.7427 -4.2764 -0.0399
H 0.9183 3.7921 -0.2849
H -1.9465 0.4477 3.2949
C -3.3579 3.8126 -1.5209
C 1.3879 2.7506 4.8189
H 2.6644 5.0766 -4.5331
H 0.8827 6.3237 -0.0526
C 1.2683 -4.3290 -1.5517
O 0.7449 -1.6998 0.0979
H -0.9623 -1.6311 6.3594
H -1.2348 3.1948 -0.0290
H -0.4724 -0.8678 -3.2610
O 0.1626 4.4245 -0.4515
H -3.8864 -1.9993 1.4353
C -0.4300 0.2770 -3.3120
H -3.2655 1.7290 -1.3643
H -2.1625 2.5174 -3.4228
O -0.8796 -5.3074 -1.2463
H -1.8803 -2.3248 3.1223
C 3.0355 2.5185 -4.6721
H -0.2850 -3.8296 2.9020
H -3.2874 -2.1259 -2.4873
H 3.8108 2.8753 -1.4641
H -1.1427 2.9161 2.5318
H 2.3241 3.2047 5.1859
O 1.7770 2.6363 -5.3278
H -2.4983 3.0446 3.7084
H 3.2690 -4.6441 -1.4620
O -0.6376 -0.3734 4.5744
C -3.6921 -1.8043 2.4765
H 2.7282 2.5667 -7.2187
C 1.4351 -4.4840 -3.0095
H 3.6778 5.2419 -3.0987
O -2.2966 -1.5032 2.7984
C 0.4451 5.4748 0.4896
H -2.4041 -0.8571 5.4634
C 0.5490 -5.4881 -0.9301
H 0.6871 -3.4545 -1.3468
O 0.8243 -1.5493 2.6475
H -0.4431 -1.1614 4.0332
H -0.6122 0.5866 -4.3079
C -0.3133 -4.1996 4.8507
H 2.2634 1.0878 -6.4695
O -0.9761 -3.9815 3.5845
H -1.7985 -6.8885 -0.2104
O 3.0712 0.6664 0.9102
O 0.8228 1.3806 1.7532
C -2.5790 2.5091 -1.3665
C 2.8048 4.7290 -3.5040
N 2.5990 -4.0153 -1.0032
H 0.5164 0.9472 4.6341
H 2.0308 5.2086 -2.9350
H 1.8460 2.9864 -2.8585
P 1.2148 -2.3592 1.4683
C 2.8312 3.2159 -3.3383
H -4.2899 -0.9938 2.8070
O 1.1666 0.9435 -0.6734
H 1.0060 2.1057 -7.2498
O 2.2962 2.9782 0.3730
H -3.8288 -3.0090 -0.9579
H 0.5283 0.6789 -3.0047
O -2.2831 1.1980 2.7937
H -1.1079 -4.0468 5.5942
H 2.1993 -5.2031 -3.2127
C -1.7382 -5.7865 -0.1759
H 3.2379 1.4452 -4.4486
H -2.7909 4.7672 -1.4943
H -3.9986 3.8997 -2.3579
H -2.5341 2.6206 0.7408
H 0.7444 -5.5331 0.1459
H -1.0450 2.1776 4.0375
C -1.3467 -0.7461 5.7779
H -1.4271 -5.4963 0.7811
H 0.4995 -3.4980 4.9126
H -1.2127 -2.7020 -1.0409
H -0.7121 2.7179 -2.4291
Pb 2.7388 -1.0319 -0.8401
N -1.8751 2.4397 -0.0286
H 0.8002 -6.4949 -1.3298
C -1.7295 2.3951 3.2894
H -4.1104 3.8808 -0.7595
O 1.3695 1.3468 4.9791
C -1.6571 2.1695 -2.4686
H 1.5841 -3.5533 -3.6441
H 3.8775 2.9812 -5.2836
Pb 2.7218 -0.2314 3.0198
O 0.8120 -3.7859 1.5168
H 0.6055 3.1691 5.5082
H 0.1314 -5.1717 4.8617
C 1.8979 2.0595 -6.6802
N 3.9242 2.6561 -2.4452
Pb -0.9406 0.1429 0.5129
H 4.9138 2.9770 -2.6855
H -2.6963 -3.7352 -2.1174
H -4.0127 -2.6773 3.0241
H 1.1762 5.1363 1.2188
H -0.4496 5.8274 0.9423
C -3.0583 -2.8010 -1.6559
H 1.0492 3.0595 3.8039
H 0.5519 -4.8901 -3.4767
O -1.9952 -2.2194 -0.8889